Formula: C5H10N2
Source: the OMol25 dataset
Level of theory: ωB97M-V/def2-TZVPD

Structure (XYZ):
```
17
Properties=species:S:1:pos:R:3:lowdin_charge:R:1
C 0.4926 -0.1036 -1.6268 -0.16
C -0.2355 0.7164 -0.8501 -0.11
C 0.8820 -1.4368 -1.1144 -0.12
C -2.0600 0.7770 0.8832 -0.06
C 1.4223 0.0845 1.5640 -0.06
N -0.6829 0.4773 0.4902 -0.26
N 0.1321 0.1933 1.4421 -0.06
H 0.8605 0.0238 -2.6044 0.08
H -0.6314 1.7606 -1.2572 0.14
H 0.6638 -2.2561 -1.9945 0.14
H 0.4863 -1.5050 -0.1656 0.02
H -2.0304 1.2757 1.8642 0.07
H -2.7583 1.4087 0.1107 0.13
H -2.5412 -0.1999 1.0495 0.07
H 1.9475 -1.4936 -1.0977 0.06
H 2.1774 0.1486 0.7304 0.06
H 1.8752 0.1291 2.5764 0.06
```

E_HOMO: -8.01 eV
SMILES: C=NN(C)/C=C\C
Max |F|: 4.40 eV/Å
LUMO energy: 1.054 eV